Entry 1:
{
  "formula": "C4H7NO",
  "method": "ωB97M-V/def2-TZVPD",
  "species": ["C", "C", "N", "C", "C", "O", "H", "H", "H", "H", "H", "H", "H"],
  "positions_angstrom": [[-0.23756, 1.60622, -0.57398], [-0.02966, 0.13102, -0.54004], [0.12776, -0.72175, 1.78920], [-0.33388, -0.91727, -1.33743], [0.57577, -0.72126, 0.51490], [-0.01393, -2.01049, -0.65370], [0.75418, -0.95172, 2.54570], [-0.82282, -0.42645, 1.95620], [-0.74068, -0.97124, -2.34430], [1.61844, -1.01961, 0.42006], [-0.85932, 1.96151, 0.25464], [-0.74465, 1.88220, -1.49961], [0.70637, 2.15884, -0.53164]],
  "largest_force_ha_per_bohr": 0.014,
  "homo_lumo_gap_ev": 8.6,
  "e_above_lowest_kj_mol": 254.6,
  "lumo_ev": 0.88
}

***

Entry 2:
{
  "formula": "C8H16BIO6PS",
  "method": "ωB97M-V/def2-TZVPD",
  "species": ["C", "C", "C", "C", "C", "C", "B", "O", "O", "O", "C", "O", "O", "C", "S", "P", "O", "H", "H", "H", "H", "H", "H", "H", "H", "H", "H", "H", "H", "H", "H", "H", "H", "I"],
  "positions_angstrom": [[-2.79572, -1.22526, 2.49729], [-1.31059, -1.69092, 1.98195], [-0.38807, -0.42998, 1.38831], [-0.05754, -0.81425, -0.17528], [0.92925, -2.12136, -0.15797], [0.44053, 0.43436, -1.10784], [-0.87636, 1.25254, -1.75016], [-0.99522, 2.73068, -1.78653], [-2.01907, 0.50623, -2.38697], [0.94855, -0.23097, -2.35340], [1.63247, 0.78967, -3.16296], [1.67022, 0.95656, -4.50144], [2.27483, 1.62949, -2.10449], [1.78306, 1.28703, -0.73519], [3.26558, 0.46877, 0.05472], [1.66853, 2.95972, 0.17291], [3.06035, 3.26074, 0.91840], [-3.58188, -2.01623, 2.09077], [-2.86185, -1.27155, 3.66542], [-3.06836, -0.18984, 2.02559], [-0.75396, -2.25456, 2.87115], [-1.49488, -2.53104, 1.15736], [0.58994, -0.43213, 2.07168], [-1.01050, 0.56000, 1.52688], [-1.09024, -1.19082, -0.64004], [1.19185, -2.40749, 0.96693], [0.33379, -3.04966, -0.61480], [1.95303, -1.98752, -0.70719], [-1.37925, 3.09918, -0.93815], [-1.78100, 0.45515, -3.37859], [3.72522, -0.58023, -0.76008], [1.53459, 3.98429, -0.87253], [0.51615, 3.10972, 1.03070], [-2.05344, -3.06031, 3.71356]],
  "largest_force_ha_per_bohr": 0.304,
  "homo_lumo_gap_ev": 3.8,
  "total_charge": -1,
  "lumo_ev": 1.88
}

***

Entry 3:
{
  "formula": "C36H52FInN3O3Si2",
  "method": "ωB97M-V/def2-TZVPD",
  "species": ["In", "C", "O", "C", "C", "C", "C", "C", "C", "N", "N", "C", "O", "C", "C", "C", "C", "C", "C", "C", "O", "H", "H", "H", "H", "H", "H", "H", "H", "H", "H", "H", "H", "C", "Si", "C", "C", "N", "C", "C", "C", "C", "C", "C", "F", "H", "H", "H", "H", "H", "H", "H", "H", "H", "H", "H", "H", "H", "C", "C", "C", "C", "Si", "C", "C", "C", "C", "C", "C", "C", "C", "H", "H", "H", "H", "H", "H", "H", "H", "H", "H", "H", "H", "H", "H", "H", "H", "H", "H", "H", "H", "H", "H", "H", "H", "H", "H", "H"],
  "positions_angstrom": [[9.18537, 14.38623, 10.44204], [5.64642, 16.55968, 12.99582], [6.44168, 17.73936, 12.97533], [7.69264, 17.53058, 13.53261], [8.07685, 18.26581, 14.63006], [9.21659, 17.95574, 15.35632], [9.95210, 16.85212, 14.97756], [9.59324, 16.08099, 13.85650], [10.04023, 14.69945, 13.71573], [9.83891, 13.92112, 12.70088], [9.85418, 12.55942, 12.92957], [9.08434, 11.94367, 12.09413], [8.35432, 12.55072, 11.16842], [8.96514, 10.45170, 12.26461], [7.86916, 9.84381, 11.68759], [7.67653, 8.46848, 11.78275], [8.57438, 7.67588, 12.52320], [9.66113, 8.31425, 13.12520], [9.87115, 9.70051, 13.00612], [8.53534, 16.49833, 12.98739], [8.25495, 15.94300, 11.87398], [4.73647, 16.84105, 12.48321], [5.37813, 16.25539, 14.01111], [6.15953, 15.77845, 12.49591], [7.43709, 19.10394, 14.91485], [9.52096, 18.53977, 16.21657], [10.84581, 16.56973, 15.51377], [10.36023, 14.16101, 14.60531], [7.16623, 10.48511, 11.16458], [6.81127, 8.03081, 11.28562], [8.51042, 6.59990, 12.60427], [10.30678, 7.74349, 13.77936], [10.66021, 10.16131, 13.57886], [7.62189, 17.52845, 7.34654], [7.54333, 17.06726, 9.16701], [5.96431, 17.89914, 9.85353], [9.03132, 17.97984, 9.90924], [7.53924, 15.31756, 9.23545], [6.62463, 14.60363, 8.50447], [5.38217, 15.12581, 8.07644], [4.48675, 14.38544, 7.29897], [4.73321, 13.06686, 7.02439], [5.89719, 12.50058, 7.50851], [6.82473, 13.24346, 8.17438], [8.00620, 12.67954, 8.47772], [7.41136, 18.58735, 7.19992], [6.89566, 16.91637, 6.78834], [8.63828, 17.28918, 6.87103], [5.61168, 18.52232, 9.00559], [6.13525, 18.58672, 10.67865], [5.19519, 17.23568, 10.16309], [9.25120, 18.84576, 9.29303], [9.97529, 17.40575, 9.90955], [8.81538, 18.28906, 10.91923], [5.17481, 16.14813, 8.43313], [3.58865, 14.84854, 6.98936], [4.07652, 12.49525, 6.38006], [6.08409, 11.46965, 7.33299], [9.86064, 14.77532, 6.58014], [10.87564, 13.71754, 6.94936], [10.37884, 12.30435, 6.51634], [12.03939, 13.98628, 6.02951], [11.31429, 13.86964, 8.85002], [12.56752, 15.34986, 9.07563], [13.98311, 15.01012, 8.64872], [12.67053, 15.73560, 10.56434], [12.15698, 16.57302, 8.25168], [12.04878, 12.17035, 9.46908], [12.60262, 12.25834, 10.88875], [10.97518, 11.07847, 9.44445], [13.21438, 11.64213, 8.58561], [9.43310, 14.52072, 5.57492], [10.31484, 15.77673, 6.57310], [8.96917, 14.83485, 7.21038], [9.99744, 12.34515, 5.51408], [9.57096, 11.93230, 7.17462], [11.21150, 11.58382, 6.44346], [11.72758, 13.91319, 4.97834], [12.79990, 13.21150, 6.18576], [12.53611, 14.93166, 6.14334], [14.42104, 14.26966, 9.29386], [14.56900, 15.93792, 8.71646], [13.96349, 14.68311, 7.62288], [12.83788, 14.87103, 11.19579], [11.73065, 16.15402, 10.89984], [13.46118, 16.45690, 10.71321], [12.43726, 16.55405, 7.21777], [12.55072, 17.52298, 8.70910], [11.08200, 16.71550, 8.23646], [11.91883, 12.61996, 11.65988], [13.52644, 12.83036, 10.96079], [12.85037, 11.21271, 11.25207], [10.00441, 11.42179, 9.82769], [11.27198, 10.25722, 10.11063], [10.79205, 10.65123, 8.46959], [14.04025, 12.33713, 8.51568], [12.92104, 11.46884, 7.54995], [13.62460, 10.65788, 8.95847]],
  "largest_force_ha_per_bohr": 0.033,
  "homo_lumo_gap_ev": 7.2,
  "total_charge": -1,
  "e_above_lowest_kj_mol": 7.0,
  "lumo_ev": 2.58
}

***

Entry 4:
{
  "formula": "C27H65N6O5P2S",
  "method": "ωB97M-V/def2-TZVPD",
  "species": ["C", "C", "C", "C", "C", "C", "C", "C", "C", "C", "C", "S", "C", "O", "C", "O", "C", "C", "O", "H", "H", "H", "H", "H", "H", "H", "H", "H", "H", "H", "H", "H", "H", "H", "H", "H", "H", "H", "H", "H", "H", "H", "H", "H", "H", "H", "H", "H", "O", "P", "N", "C", "C", "N", "C", "C", "N", "C", "C", "H", "H", "H", "H", "H", "H", "H", "H", "H", "H", "H", "H", "H", "H", "H", "H", "H", "H", "O", "P", "N", "C", "C", "N", "C", "C", "N", "C", "C", "H", "H", "H", "H", "H", "H", "H", "H", "H", "H", "H", "H", "H", "H", "H", "H", "H", "H"],
  "positions_angstrom": [[0.70662, -4.64365, 1.66510], [1.20342, -3.85748, 0.47602], [2.63860, -4.11478, 0.08376], [0.44154, -3.00542, -0.19289], [-1.05358, -2.95048, -0.07314], [-1.62977, -1.53750, -0.23243], [-1.79120, -0.74566, 1.07854], [-1.92432, 0.76215, 0.66162], [-3.05075, -1.09766, 1.88502], [-3.04731, -2.41843, 2.70198], [-4.13206, -3.42396, 2.24124], [-5.56757, -3.20110, 3.30483], [-3.66971, -4.85739, 2.45958], [-2.69026, -5.27367, 1.48947], [-3.20177, -6.00615, 0.41695], [-4.42586, -5.56081, -0.07410], [-4.30603, -4.44730, -0.93045], [-5.66485, -4.08137, -1.50499], [-6.33241, -3.05417, -0.79083], [-0.14241, -5.27262, 1.38673], [1.48342, -5.28238, 2.08674], [0.33657, -3.98664, 2.45418], [2.89544, -3.65086, -0.86522], [2.78727, -5.19709, 0.04846], [3.29539, -3.75748, 0.88567], [0.90793, -2.31031, -0.88916], [-1.47823, -3.59162, -0.85332], [-1.36174, -3.38750, 0.87166], [-2.61365, -1.56590, -0.70832], [-0.92955, -0.97752, -0.85880], [-0.87881, -0.79520, 1.68092], [-2.91272, 1.12081, 0.95424], [-1.13633, 1.38867, 1.07859], [-1.89598, 0.85743, -0.42662], [-3.89735, -1.14316, 1.19243], [-3.24950, -0.26658, 2.56886], [-3.30213, -2.11655, 3.73049], [-2.05420, -2.87616, 2.75685], [-6.50836, -2.67199, 2.49977], [-3.21658, -4.98827, 3.46272], [-4.54859, -5.50669, 2.43630], [-3.29157, -7.06961, 0.67127], [-2.44032, -5.91247, -0.37238], [-3.62464, -4.64922, -1.76831], [-3.93938, -3.61666, -0.31061], [-6.27670, -4.98533, -1.49164], [-5.54631, -3.75888, -2.54746], [-5.66036, -2.49371, -0.38424], [1.01366, -0.65193, -3.14801], [1.69248, -0.23213, -4.40008], [3.34299, -0.27579, -3.95081], [4.35825, 0.74704, -3.95599], [3.82348, -1.57280, -3.49779], [1.01486, 1.34421, -4.57474], [1.80663, 2.54435, -4.72818], [-0.15657, 1.63094, -3.74511], [1.92732, -0.40807, -6.05397], [3.19165, -0.67799, -6.71105], [0.87006, -0.01961, -6.98136], [5.21374, 0.46706, -4.59063], [4.74281, 0.91369, -2.94336], [4.00721, 1.70384, -4.32281], [3.88347, -2.30257, -4.31919], [3.16744, -1.98909, -2.73000], [4.82012, -1.48538, -3.06626], [2.31362, 2.83410, -3.79893], [1.16244, 3.37636, -5.02565], [2.54129, 2.44040, -5.53176], [0.11591, 1.88059, -2.71334], [-0.83500, 0.78415, -3.71568], [-0.70241, 2.47771, -4.17063], [3.74519, 0.24940, -6.89210], [3.01900, -1.15647, -7.67800], [3.81688, -1.36536, -6.14859], [1.00594, 1.00993, -7.32579], [-0.11073, -0.10004, -6.52154], [0.86774, -0.67358, -7.85761], [0.96125, 3.44307, 1.83626], [1.03707, 4.08774, 3.17921], [0.50395, 5.66837, 2.73739], [1.14757, 6.95219, 2.83601], [-0.83952, 5.73278, 2.18248], [2.72645, 3.91723, 3.47762], [3.60740, 5.03291, 3.73461], [3.41780, 2.91900, 2.66600], [0.67401, 4.27148, 4.80868], [-0.01871, 5.39161, 5.41701], [1.30130, 3.39144, 5.79265], [0.56429, 7.65601, 3.45136], [1.26156, 7.40561, 1.84367], [2.13591, 6.90891, 3.27935], [-1.61134, 5.53205, 2.94027], [-0.96899, 5.00621, 1.37748], [-1.03871, 6.72156, 1.76915], [3.79462, 5.63484, 2.83531], [4.57307, 4.66660, 4.09429], [3.22173, 5.67384, 4.53177], [3.64725, 3.29103, 1.65998], [2.82408, 2.01629, 2.56120], [4.35709, 2.64207, 3.15306], [0.67912, 6.20340, 5.64611], [-0.48613, 5.07916, 6.35333], [-0.82446, 5.77342, 4.79827], [2.20995, 3.84365, 6.20124], [1.56112, 2.43071, 5.35820], [0.61840, 3.19212, 6.62183]],
  "largest_force_ha_per_bohr": 0.107,
  "homo_lumo_gap_ev": 4.0,
  "total_charge": -1,
  "lumo_ev": 2.04
}